Here is a molecular structure, C14H29BN6O2S2W from OMol25. Energies are from ωB97M-V with the def2-TZVPD basis set.

Each line ends with the Löwdin charge.
Cartesian coordinates (Å):
W: 1.11 -0.17 -1.01  1.530
C: 0.66 -3.22 3.32  -0.063
N: -0.37 -2.27 3.64  -0.138
C: -1.64 -2.57 4.10  -0.062
C: -2.26 -1.38 4.28  -0.077
N: -1.39 -0.37 3.94  -0.005
B: -1.76 1.17 4.00  -0.456
N: -2.27 1.63 2.59  0.001
C: -3.52 1.26 2.14  -0.090
C: -3.74 1.81 0.93  -0.073
N: -2.61 2.54 0.63  -0.150
C: -2.41 3.37 -0.53  -0.076
C: -1.69 2.43 1.64  -0.802
S: -0.21 3.22 1.62  0.505
C: -0.23 -0.92 3.55  -0.748
S: 1.16 -0.09 3.07  0.610
H: 0.35 -4.21 3.66  0.086
H: 1.59 -2.94 3.81  0.073
H: 0.84 -3.26 2.24  0.073
H: -1.98 -3.58 4.25  0.108
H: -3.25 -1.17 4.65  0.112
H: -0.83 1.82 4.36  0.049
H: -2.72 1.22 4.75  0.067
H: -4.17 0.64 2.74  0.106
H: -4.59 1.77 0.28  0.104
H: -3.27 3.25 -1.19  0.086
H: -1.49 3.07 -1.04  0.042
H: -2.30 4.41 -0.24  0.081
N: 2.65 -2.01 -1.86  -0.071
C: 3.67 -2.32 -0.85  -0.245
C: 3.96 -1.07 -0.05  -0.227
N: 2.69 -0.50 0.44  -0.178
H: 2.12 -2.82 -2.15  0.095
H: 3.02 -1.58 -2.70  0.088
H: 4.60 -2.71 -1.28  0.121
H: 3.27 -3.09 -0.18  0.121
H: 4.46 -0.33 -0.68  0.121
H: 4.62 -1.30 0.78  0.128
H: 2.84 0.38 0.92  0.071
H: 2.27 -1.06 1.23  -0.008
C: 1.43 0.78 -5.05  -0.035
C: 0.38 0.59 -3.96  -0.672
C: -0.19 1.92 -3.49  -0.045
C: -0.72 -0.37 -4.39  -0.032
O: 1.08 -0.05 -2.85  -0.425
H: 0.97 1.23 -5.93  0.093
H: 1.85 -0.18 -5.35  0.083
H: 2.23 1.43 -4.70  0.088
H: -0.65 2.46 -4.32  0.098
H: 0.60 2.54 -3.07  0.095
H: -0.94 1.74 -2.72  0.056
H: -1.27 0.06 -5.23  0.095
H: -1.41 -0.53 -3.57  0.088
H: -0.29 -1.32 -4.70  0.086
O: -0.24 0.66 -0.47  -0.484

Calculated values
* energy: -52197.8975 eV
* charge: 0
* energy relative to the best compared isomer or geometry (same formula, charge and spin): 3.800 eV
* maximum force: 1.0 eV Å⁻¹
* HOMO-LUMO gap (spin up / spin down): 4.9 / 5.1 eV
* multiplicity: 1

=====

Here is a molecular structure, C14H29CsN2O12S3 from OMol25. Energies are from ωB97M-V with the def2-TZVPD basis set.

Each line ends with the Löwdin charge.
Cartesian coordinates (Å):
Cs: 18.89 -3.09 17.56  0.988
N: 14.42 -2.72 23.06  -0.725
O: 14.49 -1.66 23.56  -0.041
O: 13.42 -3.47 23.31  -0.120
O: 15.22 -3.06 22.21  -0.103
O: 19.43 -9.00 26.41  -0.318
S: 18.39 -8.04 26.02  0.722
O: 17.14 -8.56 25.44  -0.321
O: 17.93 -7.05 27.33  -0.272
C: 16.68 -6.43 27.18  -0.302
C: 16.44 -5.73 28.53  -0.060
C: 19.21 -6.81 24.83  -0.089
H: 15.85 -7.10 26.93  0.116
H: 16.83 -5.71 26.37  0.116
H: 17.17 -4.94 28.69  0.074
H: 16.44 -6.46 29.35  0.077
H: 15.47 -5.24 28.67  0.077
H: 19.68 -7.37 24.02  0.060
H: 19.92 -6.35 25.51  0.058
H: 18.45 -6.15 24.41  0.062
O: 10.98 -0.35 15.77  -0.307
S: 9.76 -0.04 16.49  0.661
O: 9.50 1.27 17.04  -0.286
O: 8.46 -0.43 15.52  -0.280
C: 8.49 -1.61 14.74  -0.291
C: 7.03 -2.08 14.69  -0.068
C: 9.54 -1.26 17.89  -0.084
H: 9.09 -2.37 15.24  0.110
H: 8.85 -1.44 13.72  0.121
H: 7.00 -2.97 14.06  0.074
H: 6.36 -1.45 14.11  0.078
H: 6.65 -2.27 15.69  0.079
H: 9.99 -0.83 18.79  0.073
H: 10.07 -2.16 17.58  0.057
H: 8.47 -1.46 17.87  0.063
O: 9.63 2.27 31.46  -0.302
S: 10.96 1.74 31.77  0.717
O: 11.20 0.29 31.70  -0.316
O: 12.09 2.48 30.74  -0.278
C: 13.21 1.74 30.27  -0.270
C: 14.43 1.77 31.22  -0.064
C: 11.66 2.40 33.42  -0.083
H: 13.55 2.23 29.36  0.119
H: 12.93 0.73 29.97  0.110
H: 14.98 2.71 31.19  0.072
H: 15.18 0.99 31.03  0.077
H: 14.19 1.67 32.28  0.049
H: 12.50 1.76 33.69  0.045
H: 10.92 2.20 34.19  0.058
H: 11.94 3.45 33.29  0.066
N: 6.94 4.23 24.35  0.035
C: 8.18 4.28 23.78  -0.158
C: 9.16 3.35 24.13  -0.074
C: 8.85 2.29 25.05  -0.072
C: 7.63 2.29 25.72  -0.071
C: 6.70 3.30 25.35  -0.128
H: 8.34 5.01 23.01  0.094
H: 10.07 3.31 23.54  0.091
H: 9.61 1.54 25.19  0.099
H: 7.50 1.48 26.43  0.095
H: 5.85 3.46 25.99  0.090

Calculated values
* energy: -75582.6352 eV
* charge: 0
* energy relative to the best compared isomer or geometry (same formula, charge and spin): 5.047 eV
* maximum force: 4.8 eV Å⁻¹
* HOMO-LUMO gap: 3.7 eV
* multiplicity: 1